A structure of composition C32H52BiClN2O4SSi in a non-equilibrium geometry. Source: OMol25; level of theory: the ωB97M-V functional and the def2-TZVPD basis.

ORCA input file:
```
! wB97M-V def2-TZVPD RIJCOSX def2/J DEFGRID3
* xyz -2 1
Bi -0.05054 -0.35937 0.29238
C 1.92864 -2.87904 0.05553
C 1.94149 -3.20562 1.55533
N 1.23365 -2.16969 2.30559
C 0.01120 -2.60309 2.98074
C -1.20175 -3.19320 2.23612
S -2.09977 -2.39685 0.86396
C -1.66493 -3.48417 -0.54402
C -0.16801 -3.76885 -0.62238
N 0.60814 -2.59694 -0.44011
H 2.38463 -3.75757 -0.46109
H 2.55204 -1.99259 -0.10978
H 2.95765 -3.37706 1.92445
H 1.39145 -4.14702 1.70628
H 1.76593 -1.78171 3.07545
H -0.31095 -1.77184 3.60992
H 0.23845 -3.45531 3.65443
H -1.94455 -3.38704 3.01292
H -0.91286 -4.17232 1.84752
H -1.99586 -2.92112 -1.41629
H -2.25145 -4.40380 -0.48205
H -0.01048 -4.26036 -1.61160
H 0.04703 -4.58457 0.10096
H 1.19454 -0.99275 -1.91474
O -1.54773 0.22858 2.95137
C -1.31892 1.52357 3.50685
C -1.24948 2.61676 2.34633
O -1.51217 3.78739 2.68014
O -0.86069 2.16994 1.25710
C -2.36211 1.83332 4.58136
C -3.25671 0.85355 5.00387
C -4.18520 1.10551 6.01003
C -4.22371 2.34396 6.62539
C -3.31749 3.32219 6.22787
C -2.39538 3.07359 5.22607
C 0.05064 1.39836 4.16566
C 0.24797 0.35656 5.06949
C 1.47344 0.17472 5.69030
C 2.52159 1.04722 5.41636
C 2.32448 2.09153 4.52714
C 1.09518 2.27211 3.90473
H -2.46219 0.19137 2.64561
H -3.22555 -0.13178 4.55614
H -4.87200 0.32246 6.31114
H -4.94421 2.54659 7.40945
H -3.33260 4.29567 6.70505
H -1.70053 3.83326 4.90245
H -0.57532 -0.31178 5.29433
H 1.60991 -0.64628 6.38564
H 3.48826 0.90373 5.88501
H 3.14092 2.76093 4.28643
H 0.95759 3.06982 3.18651
C 1.05340 -0.99977 -5.71955
C 0.93278 -1.26001 -4.21840
C 1.62794 -2.59213 -3.91109
C -0.54831 -1.52290 -3.89861
Si 1.53749 0.12168 -2.79564
C 0.85647 1.81686 -3.43444
C 1.59436 2.22867 -4.71040
C -0.65085 1.83336 -3.70719
C 1.11604 2.89497 -2.36006
C 3.50062 0.06532 -2.81316
C 4.21070 1.34375 -2.34138
C 4.09161 -0.25994 -4.20065
C 3.93619 -1.07194 -1.85651
H 0.69389 -1.87649 -6.28274
H 2.08427 -0.81243 -6.03242
H 0.44363 -0.15225 -6.04055
H 1.14484 -3.39226 -4.49531
H 1.52636 -2.84658 -2.85162
H 2.68679 -2.61163 -4.16971
H -0.89029 -2.40008 -4.47579
H -1.20337 -0.68957 -4.13367
H -0.68797 -1.72973 -2.83708
H 1.48259 1.51737 -5.52536
H 2.65979 2.38521 -4.53744
H 1.17061 3.18796 -5.03457
H -0.91219 1.21945 -4.56996
H -0.93500 2.86864 -3.94438
H -1.20023 1.49015 -2.82995
H 2.17765 3.02966 -2.15463
H 0.62336 2.64614 -1.41921
H 0.70810 3.85134 -2.71588
H 4.06596 2.17481 -3.03579
H 5.29158 1.14712 -2.30202
H 3.87032 1.62839 -1.34984
H 3.83265 0.49467 -4.94555
H 3.77541 -1.22398 -4.59012
H 5.18801 -0.27994 -4.12151
H 3.58749 -0.98802 -0.84404
H 5.03386 -1.03696 -1.81568
H 3.64376 -2.06683 -2.20510
Cl 2.37299 1.25511 0.49969
O -1.06904 0.17241 -1.25280
*
```

Results
frontier orbital gap: 5.78 eV
relative energy (zero: lowest compared OMol25 entry of this formula, charge and spin): 223.2 kJ/mol
energy: -82273.499 eV

***

A cluster of 3 separate species, C32H52F2N4O3PS in total in a non-equilibrium geometry. Source: OMol25; level of theory: the ωB97M-V functional and the def2-TZVPD basis.

ORCA input file:
```
! wB97M-V def2-TZVPD RIJCOSX def2/J DEFGRID3
* xyz 1 1
C 4.94756 1.25631 -0.98347
C 4.26838 1.01394 -2.32641
C 2.76853 1.28007 -2.30373
C 2.44789 2.76967 -2.22396
C 0.96631 3.12677 -2.00590
N 0.15131 2.03523 -1.46823
C -0.55551 1.08621 -2.21406
C -0.52115 1.08785 -3.70243
C -0.13833 -0.23629 -4.35709
C -0.52440 -0.23748 -5.82481
S -2.29058 -0.37733 -6.16158
C -1.21039 0.31831 -1.31223
P -2.31293 -1.05170 -1.68567
N -3.18054 -0.88107 -2.94119
O -3.16967 -1.40600 -0.38459
O -1.30912 -2.28153 -1.66461
N -0.86644 0.76214 -0.03294
C -1.24487 0.20377 1.26585
C -0.21772 -0.78631 1.86176
C 0.98574 -1.12644 0.98207
C 1.60095 -2.46904 1.37672
C 0.79731 -3.66309 0.85361
N 0.99600 -3.97008 -0.56120
C -0.05665 1.81028 -0.16860
O 0.36250 2.50459 0.86650
C 1.78272 2.84504 1.02385
C 1.97927 3.33797 2.44175
C 2.39305 2.24478 3.42430
C 3.90842 2.02081 3.52403
H 5.08458 2.31788 -0.78193
H 5.93940 0.81296 -0.96350
H 4.36863 0.82867 -0.16331
H 4.73202 1.65248 -3.08024
H 4.44953 -0.01088 -2.64599
H 2.33340 0.73567 -1.46301
H 2.35296 0.89739 -3.23441
H 2.76047 3.21978 -3.16534
H 3.06014 3.23525 -1.45474
H 0.86585 3.95404 -1.30898
H 0.50689 3.46451 -2.92524
H 0.17905 1.85239 -4.02030
H -1.50259 1.37541 -4.08583
H 0.93655 -0.40364 -4.29767
H -0.61020 -1.06794 -3.83669
H -0.24967 0.70528 -6.29795
H 0.01924 -1.02525 -6.33880
H -2.48961 -1.47927 -5.43580
H -3.13604 -0.03444 -3.48583
H -3.82679 -0.72333 -0.19434
H -1.72156 -3.09141 -2.00290
H -2.19603 -0.28942 1.14115
H -1.40886 1.03181 1.94606
H 0.15909 -0.34705 2.78177
H -0.74375 -1.70508 2.10577
H 1.74795 -0.36143 1.12055
H 0.72437 -1.16385 -0.07785
H 2.58513 -2.53422 0.91038
H 1.69693 -2.51580 2.46118
H 1.08087 -4.54835 1.41757
H -0.26832 -3.49062 1.02352
H 1.22576 -3.15392 -1.11261
H 1.73586 -4.64482 -0.68597
H 2.02388 3.62683 0.31247
H 2.36691 1.95167 0.82054
H 1.02808 3.76381 2.76198
H 2.69483 4.15742 2.43975
H 1.88684 1.31590 3.16290
H 2.01393 2.51793 4.40653
H 4.45433 2.83942 3.05798
H 4.22531 1.09723 3.04483
H 4.22781 1.98090 4.56079
F -1.49541 1.67031 4.20973
C -2.26983 2.78209 4.09772
C -3.23283 3.02677 5.05231
C -4.00852 4.16911 4.91423
C -3.81600 5.03057 3.84177
C -2.83855 4.75300 2.89701
C -2.05043 3.61686 3.02191
H -3.36697 2.34080 5.87716
H -4.76782 4.38676 5.65252
H -4.42684 5.91699 3.74481
H -2.68673 5.42201 2.06045
H -1.27224 3.36294 2.31520
F -0.72143 -7.56590 1.31791
C -1.69140 -6.88291 0.68072
C -2.62396 -7.58331 -0.05861
C -3.61925 -6.86979 -0.70896
C -3.66636 -5.48465 -0.61637
C -2.71103 -4.80776 0.13085
C -1.71181 -5.50833 0.79218
H -2.56435 -8.66116 -0.11693
H -4.36349 -7.39990 -1.28736
H -4.44883 -4.93510 -1.12328
H -2.75970 -3.72985 0.20513
H -0.95702 -5.01084 1.38571
*
```

Results
frontier orbital gap: 8.78 eV
energy: -71685.678 eV

***

Which value of frontier orbital gap does entry 1 give? 5.78 eV

***

The lowest energy belongs to which entry? C32H52BiClN2O4SSi

***

Among the records above, which one has the lowest energy? C32H52BiClN2O4SSi